(1)
Below is a molecular structure, C56H141F6N12O20PtS2 in a non-equilibrium geometry, with properties calculated with ωB97M-V/def2-TZVPD.

XYZ file:
```
238
Properties=species:S:1:pos:R:3:forces:R:3:mulliken_charge:R:1
Pt -2.554 17.886 13.849 -1.25 -2.05 -0.47 5.353
C -1.004 20.052 17.245 0.84 -0.63 1.19 -0.702
F -0.288 20.161 16.120 -0.58 0.25 0.00 0.092
F -0.133 20.078 18.284 -0.76 -0.34 -0.81 0.096
F -1.837 21.053 17.407 0.10 -0.32 -0.56 -0.165
S -1.780 18.271 17.214 1.21 -1.75 1.63 -0.842
O -0.667 17.427 16.782 -1.30 1.38 0.07 -0.356
O -2.330 17.969 18.565 0.94 1.15 -3.48 0.679
N -2.930 18.273 15.903 3.59 0.01 3.54 -1.101
S -4.260 18.652 16.620 -5.91 2.93 0.88 0.347
O -4.200 19.703 17.671 0.46 -2.47 -2.06 0.558
O -5.209 18.957 15.544 0.88 -0.94 0.87 -0.833
C -4.978 17.016 17.519 0.56 0.99 0.17 -0.409
F -5.283 17.346 18.773 -0.27 -0.20 -0.88 -0.057
F -6.056 16.570 16.850 1.26 0.33 0.74 0.130
F -4.017 16.073 17.584 -0.76 0.13 -0.61 0.201
C -6.755 13.565 17.873 -0.39 0.48 -1.12 -0.096
C -7.489 12.249 17.642 -0.44 0.21 0.88 0.353
C -6.647 11.220 16.901 -0.33 -0.19 -0.45 -0.956
O -6.244 11.785 15.666 1.06 0.03 -0.69 -0.260
C -5.322 10.986 14.926 0.33 0.04 -0.36 -0.816
N -7.942 11.729 18.929 0.54 -1.01 0.26 -0.747
H -5.744 13.461 18.269 -0.09 -0.25 0.07 -0.251
H -7.340 14.209 18.529 -0.02 -0.08 0.13 0.405
H -6.692 14.086 16.918 0.29 0.16 -0.07 -0.074
H -8.406 12.397 17.072 0.12 0.30 -0.32 0.301
H -7.222 10.333 16.634 -0.24 -0.21 0.58 0.418
H -5.774 10.916 17.479 0.15 0.00 0.27 0.351
H -4.442 11.549 14.616 0.04 0.59 0.24 0.163
H -5.710 10.611 13.978 -0.66 0.02 0.08 0.331
H -4.893 10.119 15.428 -0.41 -0.03 0.58 0.382
H -8.740 12.200 19.332 0.05 0.23 -0.66 0.090
H -7.200 11.902 19.592 0.15 -0.26 0.31 0.334
C -0.122 24.327 20.402 0.69 0.79 1.24 -1.414
C -0.464 22.859 20.620 0.55 1.93 -1.04 1.095
C 0.067 22.415 21.948 0.78 -0.61 1.66 0.600
O 1.511 22.526 22.266 -1.92 -0.35 -0.95 -0.820
C 1.709 22.235 23.622 0.53 0.26 0.97 -0.840
N -1.899 22.648 20.472 -0.03 -0.88 0.47 0.822
H -0.245 24.959 21.281 -0.88 -0.20 0.50 0.009
H -0.634 24.866 19.605 0.34 -0.49 -0.38 0.468
H 0.967 24.379 20.414 0.17 0.13 -1.05 0.252
H 0.071 22.416 19.780 -0.29 -0.87 0.04 -0.853
H -0.197 21.372 22.123 -0.15 -0.20 0.03 0.399
H -0.418 23.026 22.709 -0.26 0.06 0.09 -0.344
H 2.768 22.277 23.875 0.16 0.00 -0.50 0.484
H 1.359 21.256 23.950 -0.28 -0.27 -0.36 0.301
H 1.255 22.979 24.276 -0.38 0.19 -0.09 0.064
H -2.473 23.212 21.081 0.35 1.10 0.18 0.491
H -2.139 21.770 20.910 0.08 -0.91 -0.31 -0.954
C -6.249 22.940 17.684 -1.49 0.54 0.74 -1.479
C -5.291 23.194 18.861 -0.85 -1.79 -0.80 0.412
C -5.437 22.075 19.883 0.11 0.02 0.81 0.579
O -6.722 22.170 20.390 -2.32 -1.53 0.98 -0.450
C -7.122 21.045 21.232 0.48 1.12 -0.45 -0.481
N -3.994 23.199 18.289 2.32 0.83 0.08 -0.632
H -6.001 22.125 17.004 0.59 0.03 0.16 0.106
H -6.439 23.857 17.126 0.42 0.00 -0.22 0.444
H -7.232 22.692 18.084 -0.15 -0.12 0.08 0.367
H -5.559 24.113 19.383 0.24 0.24 -0.30 0.479
H -4.799 22.144 20.764 0.91 0.49 -0.03 0.186
H -5.202 21.091 19.479 -0.22 -0.25 -0.57 -0.534
H -8.187 21.105 21.454 0.05 0.21 -0.32 0.243
H -6.603 21.088 22.190 0.27 0.01 0.09 0.258
H -6.904 20.089 20.756 0.05 -0.03 -0.14 0.122
H -3.649 22.273 18.081 -0.82 -0.58 -0.53 -0.093
H -3.304 23.373 19.006 0.23 0.73 0.27 0.361
C 5.049 21.595 20.538 -1.17 0.89 -1.07 -1.092
C 4.335 22.917 20.152 -0.16 0.36 0.25 0.267
C 3.124 22.893 19.158 1.19 -0.82 0.47 -0.061
O 3.430 22.216 17.916 -0.41 1.44 0.24 -0.357
C 2.438 22.461 16.942 -0.51 -0.48 -0.62 -0.851
N 3.841 23.576 21.380 0.27 -0.36 -0.47 -0.574
H 5.056 21.020 19.612 0.32 -0.43 0.14 0.253
H 4.463 21.081 21.301 0.24 -0.12 0.08 0.115
H 6.065 21.834 20.851 -0.19 -0.25 0.20 0.377
H 5.108 23.547 19.713 -0.07 0.14 -0.22 0.463
H 2.855 23.947 19.091 0.08 0.22 -0.94 0.483
H 2.242 22.452 19.623 -0.01 -0.56 0.13 -0.249
H 1.540 21.879 17.147 -0.21 -0.14 0.21 0.219
H 2.756 22.175 15.939 0.56 -0.42 0.18 0.307
H 2.092 23.478 16.757 0.37 0.54 0.81 0.465
H 2.990 23.072 21.586 0.07 -0.27 0.57 0.339
H 3.437 24.479 21.177 0.40 0.59 -0.26 0.369
C 0.524 15.267 19.142 1.29 -0.15 -0.75 0.845
C 0.269 16.069 20.402 -0.90 -1.09 -0.34 0.400
C 0.763 17.497 20.384 -0.31 -0.22 -0.48 -0.507
O 2.151 17.470 20.487 0.55 0.28 -0.11 -0.454
C 2.777 18.736 20.549 0.54 -0.35 0.24 -0.928
N -1.164 16.011 20.535 -1.56 1.19 1.42 -0.349
H 1.571 15.272 18.839 0.30 -0.29 0.09 -0.198
H -0.022 15.629 18.272 -0.20 0.47 0.18 -0.634
H 0.157 14.248 19.265 0.36 -0.05 0.15 -0.182
H 0.687 15.542 21.260 0.40 0.08 0.10 0.353
H 0.333 18.138 21.154 -0.25 -0.17 0.41 0.639
H 0.428 17.899 19.428 0.12 0.39 -0.35 -0.139
H 2.619 19.374 19.679 -0.17 -0.13 -0.33 0.213
H 3.839 18.513 20.646 0.03 0.17 -0.17 0.375
H 2.508 19.321 21.428 -0.39 -0.06 0.26 0.487
H -1.626 16.770 20.055 0.09 -0.07 -0.05 -0.379
H -1.605 15.152 20.237 0.46 -0.01 -0.20 0.147
C -3.931 18.850 9.833 0.32 1.48 0.06 -1.492
C -3.229 18.891 11.217 -0.69 -0.60 -1.66 0.430
C -3.767 20.005 12.102 -0.05 -1.02 -0.11 -1.039
O -3.098 19.911 13.400 -0.17 0.59 -2.55 0.589
C -3.298 20.988 14.241 -0.65 2.05 1.22 -0.937
N -3.498 17.562 11.782 0.92 -0.01 -0.12 -0.903
H -3.821 19.804 9.316 -0.19 0.16 -0.01 0.425
H -4.995 18.671 9.988 -0.09 0.03 -0.06 0.437
H -3.560 18.126 9.108 0.27 -0.31 0.48 0.393
H -2.146 18.969 11.120 -0.03 0.17 -0.08 -0.158
H -4.841 19.861 12.215 -0.18 -0.02 0.45 0.365
H -3.665 20.925 11.527 0.57 0.47 0.71 0.530
H -4.368 21.140 14.382 0.03 -0.04 0.43 0.261
H -2.889 21.932 13.880 0.13 -0.05 -0.74 0.407
H -2.769 20.881 15.188 -0.37 -0.62 -0.07 0.109
H -3.031 16.911 11.166 0.69 -0.30 0.11 0.329
H -4.447 17.311 11.548 -0.71 0.17 0.78 0.296
C 3.820 12.723 19.120 -1.60 -0.40 0.72 -0.464
O 2.671 12.004 19.602 -0.51 -0.08 0.03 -0.356
C 2.359 12.155 20.994 1.70 0.71 -0.16 -0.257
C 1.302 11.177 21.393 0.46 -1.17 -0.15 -1.003
N 0.017 11.378 20.771 -0.21 0.03 -0.53 -0.385
C -0.675 12.478 21.415 0.11 0.02 -0.56 -0.115
C -2.032 12.813 20.798 0.41 -0.35 0.80 -0.967
O -1.973 13.256 19.446 -0.77 -1.03 -0.38 -0.242
C -3.252 13.208 18.774 0.65 1.16 0.60 -1.263
H 3.599 13.789 19.167 0.24 0.25 -0.06 0.097
H 3.889 12.398 18.082 0.51 0.09 0.14 0.186
H 4.675 12.487 19.753 0.31 -0.02 -0.30 0.339
H 2.157 13.195 21.248 -0.36 0.30 -0.21 0.149
H 3.281 11.930 21.530 0.16 -0.18 0.40 0.557
H 1.199 11.054 22.471 0.05 0.39 0.11 0.434
H 1.713 10.227 21.051 -0.19 -0.32 -0.05 0.370
H 0.282 11.681 19.845 -0.45 -0.10 -0.61 0.269
H 0.001 13.332 21.432 -0.29 0.53 0.36 -0.056
H -0.864 12.112 22.424 -0.17 0.47 0.24 0.543
H -2.470 13.584 21.432 -0.26 0.21 0.00 0.395
H -2.602 11.896 20.949 -0.43 -0.09 -0.58 0.588
H -3.817 12.279 18.846 0.47 -0.33 0.05 0.396
H -3.098 13.519 17.741 0.23 -0.42 -0.09 0.315
H -3.885 14.000 19.176 -0.19 0.05 0.34 0.406
C -3.185 19.245 21.655 -0.02 0.45 0.42 -0.899
O -2.693 20.330 22.520 0.09 -1.65 -0.06 0.022
C -2.979 20.089 23.939 -0.10 0.56 -0.80 -0.916
C -2.071 20.859 24.927 -0.93 -0.71 -1.02 -0.541
N -2.254 22.284 24.822 -0.21 0.38 1.68 -0.213
C -1.518 23.056 25.877 -0.20 1.99 -2.42 -0.392
C -1.699 24.609 25.563 -0.34 -1.78 -0.19 -0.818
O -1.129 24.903 24.279 -0.21 1.17 0.72 -0.179
C -1.009 26.341 24.111 0.60 -0.81 -0.35 -0.901
H -2.478 18.455 21.401 0.69 0.24 0.49 0.441
H -3.510 19.634 20.690 -0.05 0.47 0.15 -0.137
H -4.021 18.709 22.104 -0.25 0.30 0.20 0.560
H -2.992 19.032 24.203 0.49 -0.22 -0.32 0.489
H -4.017 20.409 24.030 -0.08 0.27 0.53 0.345
H -1.025 20.564 24.838 0.29 -0.28 -0.21 0.187
H -2.428 20.454 25.873 0.07 0.41 0.41 0.479
H -2.035 22.587 23.884 0.23 0.29 0.16 0.045
H -0.444 22.901 25.769 0.27 -0.35 0.43 0.119
H -1.855 22.882 26.898 -0.17 -0.38 -0.23 0.455
H -1.268 25.221 26.355 0.32 0.00 0.01 0.539
H -2.770 24.809 25.530 -0.19 0.12 0.01 0.329
H -1.944 26.899 24.055 -0.36 -0.39 0.16 0.310
H -0.480 26.507 23.173 -0.03 -0.12 -0.01 0.260
H -0.394 26.765 24.905 -0.01 -0.03 0.18 0.344
C -0.056 19.709 12.697 0.41 0.98 -0.87 -0.881
O -0.579 18.473 13.159 1.56 0.11 0.25 -0.361
C 0.452 17.453 13.304 0.10 -0.77 0.70 -0.876
C -0.085 16.153 14.002 0.91 1.27 0.06 -0.001
N -1.498 15.932 13.628 0.39 -1.02 1.84 -1.026
C -2.157 15.068 14.665 -1.07 0.15 0.33 -0.594
C -3.708 14.985 14.491 1.81 -0.73 -1.11 -0.335
O -4.274 16.237 14.133 -0.03 -0.75 1.01 -0.317
C -5.654 16.092 13.785 0.14 0.51 -0.09 -0.996
H -0.847 20.390 12.383 -0.30 -0.52 -0.12 0.173
H 0.618 19.529 11.860 -0.18 -0.18 -0.29 0.452
H 0.536 20.349 13.351 0.02 -0.72 1.03 0.050
H 1.283 17.829 13.901 -0.07 0.19 0.14 0.382
H 0.868 17.227 12.322 -0.25 0.03 -0.25 0.650
H 0.053 16.175 15.083 -0.48 0.62 -0.08 -1.003
H 0.590 15.334 13.755 -0.12 -0.14 -0.59 0.836
H -1.384 15.350 12.810 -0.87 0.21 -0.67 0.361
H -1.966 15.426 15.677 0.45 0.43 -0.23 -0.661
H -1.745 14.060 14.608 -0.12 -0.17 0.06 0.886
H -4.150 14.465 15.341 -0.22 0.46 0.31 -0.015
H -3.805 14.294 13.654 -0.61 -0.07 -0.37 0.743
H -6.275 15.963 14.672 0.07 -0.10 -0.10 0.002
H -5.747 15.245 13.106 -0.21 -0.03 -0.07 0.439
H -5.927 17.027 13.296 -0.18 -0.09 0.04 0.236
C -9.852 13.606 20.957 -0.41 -0.97 -0.91 -0.997
O -9.800 14.355 19.766 -0.53 1.67 -1.13 -0.139
C -11.058 14.411 18.993 0.64 0.02 0.73 -0.735
C -10.811 15.017 17.584 -0.76 -1.33 0.96 -0.410
N -10.317 16.345 17.681 0.73 -0.12 -0.43 -0.393
C -9.824 16.776 16.367 -0.19 0.92 1.55 -0.467
C -9.332 18.203 16.512 1.09 -0.04 0.08 -0.660
O -8.320 18.265 17.568 -0.29 -0.78 -0.45 -0.056
C -7.953 19.567 17.992 -1.57 1.02 -1.45 -0.842
H -9.935 12.605 20.535 -0.05 -0.76 1.14 0.527
H -10.703 13.754 21.621 -0.25 0.48 -0.18 0.325
H -8.943 13.724 21.547 0.07 0.12 -0.35 0.222
H -11.758 14.995 19.590 -0.11 0.28 -0.17 0.352
H -11.458 13.398 18.957 -0.02 -0.21 -0.36 0.477
H -11.699 15.048 16.952 -0.47 -0.37 0.38 0.459
H -10.132 14.336 17.072 0.45 -0.24 -0.21 0.111
H -9.500 16.204 18.257 0.35 0.85 0.41 0.282
H -10.640 16.780 15.645 -0.05 -0.12 -0.06 0.463
H -9.016 16.139 16.007 0.18 -0.22 -0.19 0.077
H -10.152 18.908 16.644 -0.06 -0.03 0.58 0.495
H -8.918 18.419 15.527 0.63 0.57 -0.05 0.338
H -7.925 20.174 17.087 0.50 0.38 -0.12 0.435
H -7.020 19.734 18.531 0.06 -0.99 -0.09 -0.143
H -8.775 20.019 18.547 -0.04 -0.06 0.51 0.465
C 7.481 14.122 14.203 1.46 0.21 0.59 -0.774
O 6.219 14.511 13.847 -0.12 2.62 -1.16 -0.340
C 5.234 13.743 14.354 -1.47 -2.12 -0.76 -0.473
C 3.825 14.131 13.969 -0.69 1.84 1.03 -1.044
N 3.334 15.408 14.628 0.16 -1.47 -0.29 -0.064
C 3.583 15.511 16.082 -0.72 1.22 -0.83 -1.297
C 3.010 16.844 16.601 1.33 -0.20 1.20 0.919
O 3.706 17.957 16.045 -0.37 0.31 -0.74 -0.549
C 3.123 19.239 16.338 0.41 -0.75 -0.46 -0.253
H 8.229 14.806 13.803 -0.25 -0.05 -0.60 0.268
H 7.690 13.104 13.874 0.16 -0.19 0.14 0.310
H 7.644 14.259 15.272 -0.16 -0.57 0.45 0.319
H 5.319 13.590 15.430 0.00 -0.03 0.23 0.283
H 5.290 12.782 13.842 0.39 -0.90 0.39 0.446
H 3.191 13.272 14.187 -0.18 0.08 0.55 0.393
H 3.633 14.304 12.910 0.69 -0.07 -0.21 0.517
H 3.847 16.117 14.124 0.09 0.49 0.38 0.325
H 4.627 15.481 16.394 0.28 -0.03 -0.25 0.437
H 3.074 14.700 16.604 -0.16 -0.06 -0.06 0.406
H 3.291 16.853 17.654 -0.39 -0.11 0.52 0.388
H 1.922 16.909 16.576 -0.16 0.15 -0.53 -0.645
H 3.387 19.629 17.321 -0.36 -0.39 0.38 0.115
H 2.054 19.150 16.148 -0.22 0.35 0.38 0.050
H 3.539 19.992 15.668 0.10 -0.33 -0.35 0.300
```
Positions in Å, forces in eV/Å.

## Properties
**Kohn-Sham gap (spin up / spin down)**: 7.124 / 6.259 eV
**Multiplicity**: 3
**Net charge**: +1
**E**: -160389.7827 eV
**Energy above the lowest of the compared OMol25 structures with the same formula, charge and spin**: 0.00 kcal per mole



(2)
Below is 5 unconnected molecules or ions with the total composition H10O5 in a non-equilibrium geometry, with properties calculated with ωB97M-V/def2-TZVPD.

XYZ file:
```
15
Properties=species:S:1:pos:R:3:forces:R:3:mulliken_charge:R:1
O 13.790 19.009 0.282 0.55 0.72 0.60 -0.616
H 13.941 18.532 -0.524 -0.08 -0.34 -0.57 0.275
H 12.852 19.081 0.424 -0.58 -0.27 -0.21 0.313
O 12.898 20.265 3.009 -0.99 -0.89 -1.25 -0.577
H 13.385 20.862 3.515 1.07 1.61 1.73 0.294
H 13.257 20.427 2.136 0.05 -0.13 -0.52 0.261
O 11.827 17.729 3.314 0.27 0.41 1.50 -0.595
H 11.467 17.468 2.497 -0.70 -0.69 -1.47 0.280
H 12.188 18.608 3.151 -0.06 -0.04 0.16 0.324
O 14.664 17.995 2.794 0.83 -0.64 0.19 -0.595
H 14.268 18.594 3.418 -0.23 0.15 0.24 0.317
H 14.713 18.480 1.973 -0.09 0.12 -0.39 0.320
O 10.491 20.838 5.510 0.29 -0.29 1.16 -0.587
H 11.387 20.514 5.599 0.78 -0.08 -1.09 0.269
H 10.300 20.627 6.436 -1.10 0.36 -0.07 0.317
```
Positions in Å, forces in eV/Å.

## Properties
**Kohn-Sham gap**: 10.389 eV
**Multiplicity**: 1
**E**: -10399.2490 eV
**Energy above the lowest of the compared OMol25 structures with the same formula, charge and spin**: 36.91 kcal per mole